(1)
{
  "formula": "C4H5CsO",
  "method": "wB97M-V/def2-TZVPD",
  "symbols": ["C", "C", "C", "C", "O", "Cs", "H", "H", "H", "H", "H"],
  "positions_angstrom": [[0.610933, 1.854491, -0.974949], [1.086539, 0.922879, -0.138126], [0.370452, -0.332433, 0.259481], [-1.080371, -0.129260, 0.604335], [-1.783127, -1.183913, 0.624404], [-3.024938, -5.178904, 0.826244], [-0.405432, 1.805921, -1.374576], [1.194609, 2.746386, -1.211619], [2.002383, 1.152579, 0.417108], [0.483966, -0.510559, 1.435763], [0.544987, -1.147187, -0.468065]],
  "forces_ev_per_angstrom": [[0.07, -0.28, 0.41], [0.05, 0.81, 0.17], [-0.21, 0.57, 1.88], [-2.32, -1.53, -0.41], [0.75, 1.01, -0.06], [0.25, 0.62, -0.05], [0.41, -0.22, -0.07], [-0.17, -0.21, 0.15], [0.06, -0.18, -0.54], [1.03, -0.37, -2.25], [0.08, -0.23, 0.77]],
  "mulliken_charge": [-0.691, -0.068, -0.011, -0.585, -0.439, 0.788, 0.241, 0.247, 0.271, 0.039, 0.208],
  "energy_ev": -6819.2322,
  "de_lowest_kcal_mol": 7.36,
  "e_lumo_ev": [-1.43, -1.41],
  "gap_ha": [0.101, 0.100],
  "mol_weight_da": 201.99,
  "multiplicity": 1
}

***

(2)
{
  "formula": "C4H5F",
  "method": "wB97M-V/def2-TZVPD",
  "symbols": ["C", "C", "C", "C", "F", "H", "H", "H", "H", "H"],
  "positions_angstrom": [[-0.714368, 0.791288, 0.461505], [0.449769, -0.945703, 0.071132], [0.274656, 0.351221, -0.641659], [-0.960775, -0.787325, 0.642983], [-1.790199, -1.542769, -0.177471], [-0.089357, 1.024398, 1.295777], [-1.358164, 1.592449, 0.296492], [0.642277, -1.912768, -0.519645], [1.149142, -0.901026, 0.935158], [-0.041391, 0.561498, -1.569859]],
  "forces_ev_per_angstrom": [[1.64, -0.96, -0.35], [2.25, -2.92, 0.10], [-1.48, -0.57, 5.28], [0.72, 0.75, -2.87], [-0.37, 1.19, 0.80], [0.00, 0.19, 1.01], [-1.64, 0.91, -0.39], [-0.26, 1.46, 0.84], [-0.05, 0.08, -0.80], [-0.82, -0.13, -3.61]],
  "mulliken_charge": [-0.432, -0.278, -0.503, 0.073, -0.247, 0.164, 0.430, 0.285, 0.178, 0.330],
  "energy_ev": -6941.3620,
  "de_lowest_kcal_mol": 88.89,
  "e_lumo_ev": [0.04, 0.02],
  "gap_ha": [0.321, 0.317],
  "mol_weight_da": 72.08,
  "multiplicity": 1
}